Entry 1:
{
  "formula": "C29H37Cl2CsN6O2S3",
  "method": "wB97M-V/def2-TZVPD",
  "symbols": ["Cs", "C", "C", "N", "C", "C", "C", "C", "C", "C", "C", "N", "C", "C", "N", "N", "H", "H", "H", "H", "H", "H", "H", "H", "H", "H", "H", "H", "H", "H", "H", "H", "H", "H", "Cl", "C", "C", "C", "Cl", "C", "O", "C", "C", "O", "C", "H", "H", "H", "S", "C", "C", "C", "C", "C", "C", "S", "H", "H", "H", "H", "C", "N", "C", "C", "S", "N", "C", "C", "H", "H", "H", "H", "H", "H", "H", "H", "H", "H", "H", "H"],
  "xyz": [[0.0203, -0.0680, -1.2920], [0.1618, -0.1918, 2.6239], [0.7228, -1.5999, 2.4070], [0.4702, -2.0912, 1.0745], [1.3957, -3.0595, 0.5462], [2.7317, -2.4537, 0.1780], [3.8889, -3.2283, 0.1611], [5.0856, -2.6262, -0.1878], [5.1022, -1.2727, -0.4936], [3.9001, -0.5757, -0.4658], [3.8552, 0.9040, -0.8344], [2.6882, 1.6081, -0.3996], [2.6405, 2.1313, 0.9440], [2.1074, 1.1560, 1.9943], [0.7379, 0.7834, 1.7172], [2.7539, -1.1626, -0.1452], [0.3134, 0.0734, 3.6872], [-0.9204, -0.2121, 2.4620], [0.3178, -2.2534, 3.1999], [1.8062, -1.5752, 2.5582], [-0.4829, -2.3964, 0.8958], [0.9589, -3.4518, -0.3823], [1.5832, -3.9146, 1.2209], [3.8433, -4.2799, 0.4139], [6.0020, -3.2053, -0.2114], [6.0254, -0.7652, -0.7491], [3.9148, 0.9700, -1.9250], [4.7860, 1.3621, -0.4486], [2.2582, 2.2051, -1.0904], [1.9864, 3.0039, 0.9303], [3.6426, 2.4662, 1.2694], [2.2244, 1.6263, 2.9908], [2.7248, 0.2556, 1.9968], [0.1557, 1.6065, 1.6093], [-4.2572, 6.0445, -3.0673], [-2.9581, 5.1968, -2.2480], [-2.8865, 5.2493, -0.8468], [-1.8874, 4.5840, -0.2009], [-1.7834, 4.6819, 1.5351], [-0.8815, 3.7706, -0.8690], [-0.0505, 3.0987, -0.2331], [-0.9702, 3.8261, -2.3118], [0.0283, 3.2343, -3.1870], [1.0744, 2.6838, -2.8952], [-2.0134, 4.5114, -2.9575], [-3.6152, 5.8140, -0.2807], [-0.2309, 3.3452, -4.2641], [-2.0549, 4.4969, -4.0411], [0.8269, -2.9490, -3.0492], [-0.5092, -4.0884, -3.1682], [-0.4273, -5.0978, -4.1440], [-1.4104, -6.0534, -4.3440], [-2.5478, -6.0295, -3.5439], [-2.6561, -5.0466, -2.5720], [-1.6776, -4.0678, -2.3484], [-1.9854, -2.8875, -1.0638], [0.4637, -5.1047, -4.7618], [-1.2875, -6.8063, -5.1168], [-3.3405, -6.7602, -3.6711], [-3.5366, -5.0158, -1.9384], [-4.0661, -2.7563, 1.9717], [-4.4116, -1.5746, 1.2099], [-5.1881, -1.8520, 0.0059], [-4.3203, -0.3379, 1.7414], [-4.2012, -0.0761, 3.4051], [-4.3413, 0.6905, 0.8442], [-3.6331, 0.5825, -0.4334], [-4.4877, 2.0549, 1.3149], [-4.9295, -3.1287, 2.5370], [-3.2712, -2.5269, 2.6755], [-3.7159, -3.5092, 1.2645], [-5.9652, -2.5794, 0.2653], [-4.5460, -2.2720, -0.7734], [-5.6717, -0.9429, -0.3421], [-4.3041, 0.7781, -1.2731], [-3.1954, -0.4068, -0.5665], [-2.8341, 1.3314, -0.4422], [-5.2570, 2.1030, 2.0814], [-4.7748, 2.6776, 0.4655], [-3.5558, 2.4380, 1.7382]],
  "orbital_gap_ha": 0.159,
  "de_lowest_ev": 0.000,
  "mol_weight_g_mol": 801.667,
  "charge": -2
}

Entry 2:
{
  "formula": "C16H8BF9NS",
  "method": "wB97M-V/def2-TZVPD",
  "symbols": ["C", "C", "C", "C", "C", "C", "C", "C", "F", "F", "C", "F", "F", "F", "C", "N", "C", "C", "C", "C", "C", "C", "S", "H", "H", "H", "H", "H", "H", "H", "H", "B", "F", "F", "F", "F"],
  "xyz": [[6.5526, -1.3439, 2.7877], [5.5946, -0.7599, 1.9049], [4.0956, -0.3330, 1.3030], [3.4411, 1.1721, 1.5398], [1.9436, 1.4312, 0.9178], [1.0331, 0.3566, 0.0801], [1.7200, -1.1495, -0.1580], [1.0039, -2.3721, -0.9860], [-0.2628, -2.8431, -0.3105], [1.8709, -3.5985, -1.0681], [0.7160, -1.9525, -2.5782], [1.1582, -3.0975, -3.4585], [1.6012, -0.8057, -2.9041], [-0.7347, -1.6511, -2.7050], [3.2362, -1.4396, 0.4467], [-0.3298, 0.5987, -0.5270], [-1.1798, 1.5533, 0.2797], [-2.8347, 1.3137, 0.2503], [-3.8839, 2.3099, 1.0460], [-3.2763, 3.5853, 1.9064], [-1.6488, 3.8803, 1.9995], [-0.6596, 2.8380, 1.1540], [1.1922, 3.1573, 1.1986], [7.3235, -1.8180, 3.5661], [4.0367, 2.0240, 2.1270], [3.7588, -2.4980, 0.2679], [-0.8334, -0.3368, -0.4609], [-3.2902, 0.4390, -0.3794], [-5.0494, 2.0800, 0.9369], [-3.9893, 4.3248, 2.4700], [-1.1763, 4.7923, 2.5993], [-4.2259, -1.9714, -2.6492], [-3.2470, -3.0324, -2.8224], [-5.5630, -2.5421, -2.6424], [-3.9835, -1.2897, -1.3881], [-4.1098, -1.0216, -3.7437]],
  "orbital_gap_ha": 0.247,
  "mol_weight_g_mol": 428.108,
  "charge": -1
}

Entry 3:
{
  "formula": "C29H35N3O3P2Ti",
  "method": "wB97M-V/def2-TZVPD",
  "symbols": ["Ti", "C", "C", "C", "C", "C", "C", "C", "P", "C", "C", "C", "C", "C", "C", "C", "C", "C", "C", "C", "C", "C", "C", "H", "H", "H", "H", "H", "H", "H", "H", "H", "H", "H", "H", "H", "H", "H", "H", "H", "H", "H", "H", "C", "C", "O", "P", "O", "C", "C", "O", "C", "C", "H", "H", "H", "H", "H", "H", "H", "H", "H", "H", "H", "H", "H", "H", "H", "N", "C", "N", "C", "N"],
  "xyz": [[-0.9150, 0.9793, -0.9782], [3.0852, 1.4654, -2.6589], [2.7257, 0.2127, -3.4158], [3.3006, -0.0476, -4.6540], [2.9984, -1.2025, -5.3624], [2.1038, -2.1253, -4.8443], [1.5208, -1.8884, -3.6083], [1.8318, -0.7338, -2.8952], [1.0899, -0.4286, -1.2764], [2.4195, -0.6876, -0.0702], [3.1996, -1.8379, -0.2201], [4.2242, -2.1280, 0.6622], [4.4928, -1.2469, 1.7004], [3.7477, -0.0862, 1.8322], [2.7050, 0.2189, 0.9576], [1.9752, 1.5229, 1.1530], [-0.1615, -1.7126, -0.9808], [0.0469, -2.8443, -0.1814], [-0.9905, -3.7126, 0.0763], [-2.2648, -3.4490, -0.4345], [-2.4816, -2.3425, -1.2257], [-1.4283, -1.4742, -1.5595], [-1.6323, -0.2988, -2.4447], [3.6443, 2.1535, -3.2898], [3.7049, 1.2363, -1.7878], [2.1972, 1.9953, -2.3030], [3.9942, 0.6711, -5.0726], [3.4614, -1.3785, -6.3244], [1.8595, -3.0227, -5.3962], [0.8182, -2.6060, -3.2018], [3.0047, -2.5105, -1.0482], [4.8180, -3.0223, 0.5302], [5.2998, -1.4504, 2.3919], [3.9910, 0.6162, 2.6203], [2.6016, 2.2250, 1.7022], [1.0609, 1.3881, 1.7353], [1.7118, 1.9990, 0.2048], [1.0234, -3.0274, 0.2473], [-0.8183, -4.5954, 0.6781], [-3.0826, -4.1244, -0.2191], [-3.4666, -2.1467, -1.6315], [-2.6636, -0.1716, -2.7716], [-0.9604, -0.2827, -3.3049], [-2.7019, 3.8077, 2.7140], [-1.5430, 3.0337, 2.1464], [-1.6931, 1.6218, 2.4680], [-1.7786, 0.5299, 1.3241], [-3.2522, 0.4123, 0.7616], [-4.3752, -0.2908, 1.3804], [-4.8186, 0.3810, 2.6540], [-1.6244, -0.8040, 2.1644], [-0.3871, -1.0544, 2.8917], [-0.5321, -2.3678, 3.6080], [-2.5765, 4.8664, 2.4830], [-2.7490, 3.6940, 3.7962], [-3.6467, 3.4727, 2.2830], [-0.5926, 3.3484, 2.5752], [-1.4830, 3.1591, 1.0625], [-4.0597, -1.3203, 1.5425], [-5.1522, -0.2719, 0.6204], [-4.0267, 0.3922, 3.4030], [-5.6637, -0.1782, 3.0586], [-5.1471, 1.4042, 2.4710], [-0.2313, -0.2335, 3.5928], [0.4339, -1.0713, 2.1707], [-1.3722, -2.3329, 4.3010], [0.3746, -2.5686, 4.1794], [-0.6904, -3.1871, 2.9045], [-0.9621, 7.2157, -0.2750], [-0.9733, 6.2613, -0.9180], [-0.9985, 5.1878, -1.6951], [-0.8606, 3.9917, -1.5357], [-0.7095, 2.8023, -1.4626]],
  "spin_multiplicity": 2,
  "orbital_gap_ha": [0.294, 0.309],
  "de_lowest_ev": 0.000,
  "mol_weight_g_mol": 583.432,
  "charge": 1
}

Entry 4:
{
  "formula": "C7H11N2OS2",
  "method": "wB97M-V/def2-TZVPD",
  "symbols": ["C", "C", "C", "C", "C", "C", "C", "N", "N", "O", "S", "S", "H", "H", "H", "H", "H", "H", "H", "H", "H", "H", "H"],
  "xyz": [[-2.6888, -0.5272, 0.3402], [-1.4904, -1.0079, 0.6504], [0.7431, -1.3527, -0.0718], [-3.0063, 0.5560, -0.6277], [-0.4156, 0.9569, -0.2123], [2.1450, -1.2558, -0.1338], [1.6501, 2.4736, 0.8942], [-0.2748, -0.4819, 0.1486], [3.0332, -1.4438, -1.0294], [0.3463, -2.6265, 0.1373], [-1.5642, 1.0954, -1.6080], [1.2845, 1.5129, -0.6002], [-3.5515, -0.9566, 0.8266], [-1.3801, -1.8325, 1.3367], [-3.7412, 0.2067, -1.3548], [-3.4262, 1.4258, -0.1146], [-0.8001, 1.4917, 0.6548], [1.5113, 1.8545, 1.7754], [1.0137, 3.3534, 0.9201], [2.6898, 2.7768, 0.8110], [1.0613, -3.2720, 0.0443], [4.0116, -1.4498, -0.7542], [2.8494, -1.4968, -2.0328]],
  "orbital_gap_ha": 0.315,
  "de_lowest_ev": 0.278,
  "mol_weight_g_mol": 203.312,
  "smiles": "CS[C@H]1SCC=CN1C(O)=C=[NH2+]",
  "charge": 1
}

What did we get for max |F|? Answer: 0.148 9.549 1.077 2.016 eV Å⁻¹, in the order shown.